Record 1
C39H41Br4GaN7O4P2 | the ωB97M-V functional and the def2-TZVPD basis

Results
- Gap between HOMO and LUMO: 6.7 eV
- Strongest force on any atom: 0.00507 Eh/bohr
- LUMO: -3.4 eV
- Energy above the lowest of the compared OMol25 structures with the same formula, charge and spin: 257.7 kJ/mol
- Energy: -15098.403351 a.u.
- Total charge: +1

Last column: Löwdin charge in e.
Atoms and positions in Å:
Ga: -0.0215 -0.0411 -0.5464  0.433
Br: 2.7126 4.0064 -5.6312  0.756
C: 2.3037 2.6106 -4.4417  -0.749
C: 2.7529 1.3091 -4.6755  -0.739
Br: 3.7907 0.9257 -6.1943  0.758
C: 2.4332 0.2810 -3.7874  -0.631
Br: 2.9984 -1.4966 -4.0326  0.795
C: 1.6679 0.5430 -2.6561  -0.353
O: 1.3368 -0.4008 -1.7810  -0.105
C: 1.2372 1.8489 -2.4314  -0.296
O: 0.4769 2.0109 -1.3005  -0.065
C: 1.5334 2.8722 -3.3071  -0.622
Br: 0.8553 4.5845 -2.9081  0.830
C: -2.8567 -4.8921 -1.3609  -0.071
C: -1.6587 -4.5782 -1.8615  -0.003
C: -0.5233 -3.8905 -1.2174  -0.305
C: -1.7629 -2.8917 0.8987  -0.320
C: -2.9392 -3.7056 0.8785  -0.068
C: -3.3820 -4.5725 -0.0614  -0.041
P: -1.3446 -1.8193 2.3454  1.131
C: -0.1740 -2.8794 3.2416  -0.389
C: 0.7996 -2.2439 4.0112  -0.097
C: 1.6172 -2.9915 4.8490  -0.072
C: 1.4770 -4.3705 4.9054  -0.071
C: 0.5363 -5.0108 4.1082  -0.074
C: -0.2907 -4.2691 3.2786  -0.087
C: -2.8579 -1.9155 3.3775  -0.419
C: -2.8989 -2.4844 4.6499  -0.075
C: -4.0393 -2.3621 5.4368  -0.062
C: -5.1499 -1.6808 4.9629  -0.069
C: -5.1235 -1.1103 3.6947  -0.069
C: -3.9818 -1.2147 2.9165  -0.130
H: -3.5261 -5.4537 -2.0013  0.110
H: -1.4393 -4.8597 -2.8849  0.120
H: -0.1154 -3.1731 -1.9500  0.156
H: -3.5329 -3.6425 1.7791  0.094
H: -4.3047 -5.0843 0.1892  0.113
H: 0.9248 -1.1674 3.9520  0.085
H: 2.3664 -2.4951 5.4515  0.113
H: 2.1136 -4.9522 5.5594  0.113
H: 0.4445 -6.0887 4.1356  0.115
H: -1.0327 -4.7727 2.6687  0.112
H: -2.0411 -3.0266 5.0273  0.105
H: -4.0590 -2.8108 6.4214  0.113
H: -6.0371 -1.5959 5.5760  0.111
H: -5.9916 -0.5874 3.3147  0.112
H: -3.9688 -0.7691 1.9249  0.101
N: 1.5306 3.4972 0.6884  -0.011
C: 0.4504 3.4118 1.6746  -0.270
P: 0.2111 1.7028 2.2773  0.501
O: 0.9006 1.4461 3.5770  -0.318
O: 0.4819 0.7635 1.1205  -0.266
C: -1.5825 1.6672 2.7977  -0.187
N: -1.5822 1.0515 4.1634  0.136
H: 1.6406 4.4523 0.3632  0.094
H: 0.9599 2.5903 -0.6186  0.063
H: 2.4190 3.2040 1.0800  0.111
H: -0.4761 3.7261 1.1843  0.094
H: 0.5990 4.0481 2.5524  0.103
H: -2.2259 1.0897 2.1401  0.061
H: -1.9639 2.6843 2.8802  0.107
H: -1.8666 0.0653 4.1205  0.092
H: -2.1961 1.5274 4.8200  0.167
H: -0.5732 1.0961 4.4631  0.114
C: -1.9400 0.0268 -1.0566  -0.120
C: -2.3209 1.3440 -1.6519  -0.296
C: -2.6288 2.4332 -0.8351  -0.050
C: -2.8817 3.6841 -1.3579  -0.026
C: -2.8213 3.8774 -2.7371  -0.254
C: -2.5327 2.8024 -3.5705  -0.014
C: -2.2954 1.5493 -3.0282  -0.023
C: -3.0486 5.1865 -3.2843  -0.192
N: -3.2280 6.2335 -3.7224  0.168
H: -2.0880 -0.7755 -1.7850  0.077
H: -2.5650 -0.2201 -0.1929  0.050
H: -2.6585 2.2944 0.2408  0.093
H: -3.1184 4.5206 -0.7132  0.121
H: -2.4914 2.9520 -4.6409  0.128
H: -2.0605 0.7217 -3.6871  0.125
C: 2.4508 -6.2774 1.2943  -0.071
C: 3.3290 -5.1190 0.8304  -0.395
C: 3.4439 -4.0353 1.8962  -0.066
C: 2.8622 -4.5360 -0.5027  -0.100
N: 1.5349 -3.9089 -0.4437  -0.101
C: 1.3995 -2.6313 -0.1965  -0.117
N: 0.2228 -2.0287 0.0931  -0.017
N: -0.8695 -2.8532 -0.0517  0.001
N: 0.4429 -4.7115 -0.6772  0.110
H: 2.8386 -6.6979 2.2237  0.080
H: 2.4165 -7.0721 0.5480  0.083
H: 1.4259 -5.9436 1.4640  0.052
H: 4.3329 -5.5059 0.6262  0.140
H: 2.4635 -3.6222 2.1448  0.055
H: 4.0892 -3.2154 1.5705  0.085
H: 3.8651 -4.4455 2.8143  0.083
H: 2.7917 -5.3078 -1.2668  0.131
H: 3.5604 -3.7700 -0.8438  0.128
H: 2.2810 -2.0107 -0.1717  0.147


Record 2
C5H17N4P | the ωB97M-V functional and the def2-TZVPD basis

Results
- Gap between HOMO and LUMO (spin up / spin down): 7.4 / 7.1 eV
- Strongest force on any atom: 0.06485 Eh/bohr
- LUMO (spin up / spin down): 0.2 / 0.2 eV
- Energy above the lowest of the compared OMol25 structures with the same formula, charge and spin: 258.8 kJ/mol
- Energy: -760.932556 a.u.

Last column: natural (NBO) charge in e.
Atoms and positions in Å:
C: -1.7089 2.9217 0.0359  -0.414
C: 2.6021 0.8747 -1.1712  -0.458
C: 2.4406 -0.4484 0.9817  -0.421
C: -0.8466 -2.0190 0.7256  -0.428
C: -2.3746 -0.2376 1.5300  -0.406
N: -1.2147 1.7712 -0.7371  -1.054
N: -0.7203 -0.3150 -2.0492  -1.211
N: 1.8557 -0.0625 -0.3241  -0.658
N: -1.5568 -0.7257 0.4585  -0.759
P: -0.6646 0.3266 -0.5488  2.037
H: -2.0659 2.8720 1.0709  0.179
H: -2.6248 3.2599 -0.5706  0.192
H: -1.1596 3.8108 -0.0215  0.196
H: 3.3692 1.5665 -0.6694  0.171
H: 3.0644 0.3074 -2.0069  0.185
H: 1.8329 1.6081 -1.5234  0.212
H: 1.6335 -0.9124 1.4918  0.193
H: 3.3309 -1.0524 0.7108  0.190
H: 2.7442 0.4990 1.4591  0.163
H: -1.4917 -2.8163 0.9930  0.204
H: -0.4384 -2.4592 -0.2264  0.232
H: -0.0839 -1.9225 1.5694  0.185
H: -1.8316 0.2504 2.3181  0.183
H: -3.1380 0.4536 1.1789  0.214
H: -2.9104 -1.0915 1.9096  0.206
H: -1.2998 0.2644 -2.6522  0.431
H: 0.2897 -0.5847 -2.2394  0.435


Record 3
C24H29AsKN2PSe2 | the ωB97M-V functional and the def2-TZVPD basis

Results
- Gap between HOMO and LUMO: 7.4 eV
- Strongest force on any atom: 0.00885 Eh/bohr
- LUMO: 0.1 eV
- Energy above the lowest of the compared OMol25 structures with the same formula, charge and spin: 40.6 kJ/mol
- Energy: -9021.446561 a.u.

Last column: natural (NBO) charge in e.
Atoms and positions in Å:
K: -0.3831 1.1190 -0.1369  0.888
C: -1.6575 3.3841 -2.1098  -0.192
C: -0.2814 3.4376 -2.3045  -0.258
C: 0.3558 2.4473 -3.0497  -0.238
C: -0.3855 1.4121 -3.6071  -0.195
C: -1.7627 1.3683 -3.4228  -0.199
C: -2.3992 2.3469 -2.6696  -0.236
H: -2.1555 4.1622 -1.5442  0.202
H: 0.2917 4.2590 -1.8961  0.220
H: 1.4259 2.4943 -3.2080  0.222
H: 0.1047 0.6341 -4.1768  0.233
H: -2.3345 0.5548 -3.8496  0.230
H: -3.4726 2.3084 -2.5294  0.219
Se: 1.1575 -1.2896 0.9834  -0.676
P: 0.1596 -2.4933 -0.4950  1.004
Se: -1.3177 -1.5160 -1.7156  -0.670
C: -0.6289 -3.9429 0.3179  -0.401
C: -0.3654 -4.2610 1.6460  -0.197
C: -0.9550 -5.3768 2.2345  -0.217
C: -1.8044 -6.1871 1.4976  -0.204
C: -2.0651 -5.8795 0.1668  -0.234
C: -1.4851 -4.7635 -0.4175  -0.130
C: 1.4022 -3.2798 -1.5913  -0.408
C: 0.9900 -3.8530 -2.7950  -0.134
C: 1.9034 -4.4961 -3.6174  -0.236
C: 3.2412 -4.5703 -3.2489  -0.207
C: 3.6573 -4.0012 -2.0543  -0.205
C: 2.7416 -3.3600 -1.2258  -0.197
H: 0.3029 -3.6280 2.2147  0.236
H: -0.7455 -5.6118 3.2719  0.210
H: -2.2642 -7.0552 1.9555  0.210
H: -2.7289 -6.5071 -0.4158  0.211
H: -1.7191 -4.5123 -1.4458  0.219
H: -0.0467 -3.7680 -3.1009  0.221
H: 1.5720 -4.9328 -4.5521  0.211
H: 3.9557 -5.0682 -3.8938  0.211
H: 4.6996 -4.0511 -1.7640  0.210
H: 3.0630 -2.9085 -0.2961  0.239
C: -2.4207 4.6700 1.7039  -0.950
As: -0.5554 4.3630 1.1796  0.867
C: 0.2479 4.9903 2.8524  -0.948
C: -0.3099 6.0561 0.2095  -0.961
H: -2.5379 5.6717 2.1154  0.217
H: -2.7108 3.9386 2.4577  0.228
H: -3.0802 4.5560 0.8439  0.222
H: -0.2207 5.9254 3.1588  0.214
H: 1.3146 5.1607 2.7033  0.225
H: 0.1247 4.2411 3.6329  0.237
H: -0.6194 6.8994 0.8266  0.218
H: -0.8873 6.0655 -0.7157  0.222
H: 0.7436 6.1703 -0.0427  0.225
N: 0.0422 0.6884 3.5947  -0.323
C: 1.1383 0.2735 4.2609  -0.026
C: 2.1944 0.9974 3.7650  -0.343
C: 1.6206 1.8161 2.7746  -0.049
N: 0.3122 1.6236 2.6662  -0.322
H: -0.8863 0.3139 3.6638  0.413
H: 1.0879 -0.4998 5.0105  0.227
H: 3.2294 0.9291 4.0542  0.237
H: 2.1067 2.5348 2.1299  0.210


Record 4
C24H22AsN4O7SV | the ωB97M-V functional and the def2-TZVPD basis

Results
- Gap between HOMO and LUMO (spin up / spin down): 8.3 / 8.6 eV
- Strongest force on any atom: 0.00802 Eh/bohr
- LUMO (spin up / spin down): -3.5 / -3.2 eV
- Energy above the lowest of the compared OMol25 structures with the same formula, charge and spin: 208.1 kJ/mol
- Energy: -5251.375899 a.u.
- Total charge: +1
- Multiplicity: 2

Last column: natural (NBO) charge in e.
Atoms and positions in Å:
V: 0.2728 -0.1051 -0.2890  1.355
O: 3.7673 1.1047 2.3474  -1.027
As: 3.2548 0.8589 0.6785  2.463
O: 4.1595 -0.2900 -0.0150  -1.115
O: 1.6153 0.4709 0.9216  -1.110
C: 3.2813 2.6967 0.0821  -0.432
C: 4.2199 3.5464 0.6512  -0.171
C: 4.2918 4.8764 0.2552  -0.178
C: 3.4288 5.3681 -0.7105  -0.187
C: 2.4856 4.5296 -1.2864  -0.184
C: 2.4177 3.2067 -0.8840  -0.257
S: 1.2072 2.1711 -1.6386  2.410
O: 0.8739 2.7225 -2.9132  -0.916
O: 1.7921 0.8096 -1.6356  -0.951
O: 0.0333 2.0380 -0.7136  -0.964
H: 4.4719 0.4754 2.5482  0.505
H: 4.8928 3.1718 1.4099  0.242
H: 5.0317 5.5254 0.7038  0.231
H: 3.4897 6.4008 -1.0251  0.232
H: 1.8138 4.8851 -2.0555  0.249
C: 2.9440 -3.5154 0.4170  -0.232
C: 2.0136 -2.4902 0.6040  0.132
N: 1.3254 -1.9701 -0.3955  -0.482
C: 1.5568 -2.4197 -1.6495  0.174
C: 2.4769 -3.4304 -1.9337  -0.072
C: 3.1778 -3.9843 -0.8491  -0.080
C: 2.6543 -3.8510 -3.2940  -0.162
C: 1.9508 -3.2824 -4.2953  -0.171
C: 1.0192 -2.2234 -4.0326  -0.086
C: 0.2871 -1.5618 -5.0331  -0.111
C: -0.5517 -0.5334 -4.6889  -0.184
C: -0.6483 -0.1549 -3.3466  0.078
N: 0.0229 -0.7650 -2.3910  -0.450
C: 0.8357 -1.7916 -2.7158  0.238
H: 3.4801 -3.9058 1.2694  0.240
H: 1.8328 -2.0712 1.5843  0.222
H: 3.9049 -4.7668 -1.0250  0.233
H: 3.3688 -4.6375 -3.4990  0.232
H: 2.0877 -3.6047 -5.3193  0.232
H: 0.4006 -1.8629 -6.0669  0.233
H: -1.1202 0.0050 -5.4328  0.236
H: -1.2631 0.6893 -3.0584  0.213
C: -0.0733 1.5135 2.9208  -0.662
C: -0.4555 0.0833 2.7888  0.437
N: -0.4952 -0.6571 1.6926  -0.526
C: -0.9364 -1.9145 2.0563  -0.087
C: -1.1553 -1.9365 3.3924  -0.070
N: -0.8446 -0.6715 3.8363  -0.498
H: -0.1745 2.0246 1.9663  0.254
H: 0.9700 1.6002 3.2262  0.267
H: -0.7045 2.0010 3.6645  0.230
H: -1.0698 -2.6976 1.3308  0.238
H: -1.4955 -2.7148 4.0507  0.240
H: -0.9135 -0.3429 4.7850  0.434
C: -2.7893 1.2029 -0.2122  -0.743
C: -1.7281 0.1866 -0.3331  0.519
O: -1.7723 -0.9903 -0.5567  -0.468
H: -3.7621 0.7830 -0.4631  0.256
H: -2.5345 2.0562 -0.8391  0.281
H: -2.7832 1.5605 0.8201  0.270


> What is the energy in the second record?

-760.932556 a.u.


> The highest energy belongs to which entry?

C5H17N4P